Record 1
Formula: C6H12Br2O2S
Source: OMol25
Level of theory: ωB97M-V/def2-TZVPD

Each line ends with the Löwdin charge.
Positions of all 23 atoms, in Å:
1 O 1.0256 -1.6182 1.7111  -0.34
2 S 0.2902 -1.4737 0.4528  0.73
3 O 1.0049 -1.7103 -0.8025  -0.35
4 C -1.2366 -2.5919 0.6023  -0.18
5 C -2.4522 -1.6678 0.5878  -0.25
6 C -2.0262 -0.3231 1.1434  -0.25
7 C -0.7579 0.0704 0.4117  -0.23
8 H -1.3538 -2.8512 1.6545  0.10
9 H -1.2355 -3.4904 -0.0147  0.11
10 H -2.8769 -1.6546 -0.4159  0.11
11 H -3.2613 -2.0046 1.2359  0.11
12 H -1.7857 -0.4200 2.2021  0.12
13 H -2.6534 0.5666 1.0880  0.12
14 H -0.2327 0.8764 0.9242  0.10
15 H -1.1813 0.3841 -0.5424  0.11
16 Br 1.6986 3.9146 -2.4277  0.65
17 C 1.8196 2.7608 -0.9550  -0.73
18 C 2.6919 1.5199 -1.3604  -0.64
19 Br 4.5538 1.9817 -1.9664  0.55
20 H 0.7922 2.6595 -0.6054  0.03
21 H 2.2581 3.3399 -0.1422  0.05
22 H 2.3134 0.9559 -2.2129  0.04
23 H 2.6050 0.7758 -0.5686  0.05

**SMILES**: O=S1(=O)CCCC1.BrCCBr
**F_max**: 1.79 eV/Å
**Highest occupied orbital energy**: -9.89 eV
**Gap between HOMO and LUMO**: 0.3795 Eh
**Total charge**: 0
**LUMO**: 0.4 eV
**Energy above the lowest of the compared OMol25 structures with the same formula, charge and spin**: 0.0 kcal/mol

Record 2
Formula: C27H30AuN4P2Se
Source: OMol25
Level of theory: ωB97M-V/def2-TZVPD

Each line ends with the Löwdin charge.
Positions of all 65 atoms, in Å:
1 Au -3.6872 -11.3625 12.6810  0.52
2 C -1.3775 -9.8494 10.3805  -0.23
3 P -1.9412 -9.7323 12.1389  0.76
4 C -2.5209 -7.9846 12.2207  -0.24
5 C -0.4434 -9.8725 13.2176  -0.39
6 C -0.0056 -11.3070 13.3619  -0.35
7 P -1.5278 -12.3729 13.0705  0.74
8 C -1.2733 -13.4594 11.6365  -0.24
9 C -1.8254 -13.4725 14.5047  -0.27
10 H -0.2648 -10.1475 10.2205  0.09
11 H -1.4499 -8.8721 9.9672  0.02
12 H -2.0169 -10.5694 9.8719  0.03
13 H -2.9576 -7.7113 13.1919  0.04
14 H -3.3899 -7.8768 11.5071  0.07
15 H -1.7506 -7.3025 11.9492  0.03
16 H -0.8452 -9.5312 14.1743  0.07
17 H 0.3131 -9.3576 12.6699  0.08
18 H 0.6131 -11.3629 14.2774  0.11
19 H 0.6661 -11.4982 12.5329  0.07
20 H -0.2362 -13.5619 11.3371  0.06
21 H -1.8974 -13.0192 10.8389  0.04
22 H -1.6558 -14.3964 11.9723  0.02
23 H -0.9387 -13.6946 15.1047  0.05
24 H -2.0980 -14.4700 14.0643  0.05
25 H -2.6556 -13.1844 15.1341  0.02
26 N -11.2432 -5.4628 17.5903  0.17
27 C -10.4146 -6.0881 17.1047  -0.17
28 C -9.4486 -6.9235 16.4028  -0.17
29 C -9.0725 -6.6324 15.0322  0.01
30 C -8.0264 -7.3413 14.5185  -0.02
31 C -7.1920 -8.2751 15.3007  -0.14
32 C -7.3923 -8.1646 16.6555  -0.01
33 C -8.5381 -7.5855 17.2089  -0.01
34 C -6.1567 -9.0971 14.6424  -0.01
35 C -4.8987 -9.2295 15.3406  -0.25
36 C -4.2375 -8.1852 16.1933  0.00
37 C -2.9943 -8.7590 16.4976  -0.10
38 C -3.0011 -10.0531 16.0053  -0.17
39 N -4.1152 -10.3595 15.2652  0.05
40 C -6.3754 -9.5346 13.2803  -0.22
41 C -7.6172 -9.4409 12.5449  -0.01
42 C -7.3569 -9.9728 11.2571  -0.06
43 C -6.0182 -10.2746 11.1928  -0.15
44 N -5.3459 -10.0309 12.4118  -0.10
45 H -9.7206 -6.0915 14.4169  0.11
46 H -7.8015 -7.2269 13.4898  0.10
47 H -6.7855 -8.6521 17.3836  0.12
48 H -8.7184 -7.7473 18.2399  0.12
49 H -4.5044 -7.1193 16.2988  0.12
50 H -2.1570 -8.2011 16.9599  0.11
51 H -2.0812 -10.7355 15.8756  0.12
52 H -8.5447 -9.1147 12.9680  0.10
53 H -8.0570 -10.1064 10.4382  0.11
54 H -5.4567 -10.6369 10.3155  0.11
55 Se -4.9368 -13.6549 12.7615  0.76
56 C -6.0005 -13.4987 14.3057  -0.64
57 C -7.0744 -12.5885 14.3800  -0.12
58 C -7.5934 -12.3209 15.6484  -0.14
59 N -7.2455 -12.9098 16.8049  0.07
60 C -6.3208 -13.8745 16.6956  -0.14
61 C -5.6557 -14.2294 15.5001  -0.09
62 H -7.4794 -12.1322 13.4867  0.09
63 H -8.3704 -11.5899 15.6942  0.10
64 H -5.9621 -14.3425 17.6337  0.12
65 H -4.7860 -14.8424 15.4488  0.07

**F_max**: 3.78 eV/Å
**Spin multiplicity**: 3
**Highest occupied orbital energy (spin up / spin down)**: -9.29 / -9.64 eV
**Gap between HOMO and LUMO (spin up / spin down)**: 0.1873 / 0.1166 Eh
**Total charge**: +1
**LUMO (spin up / spin down)**: -4.2 / -6.5 eV
**Energy above the lowest of the compared OMol25 structures with the same formula, charge and spin**: 3.8 kcal/mol

Record 3
Formula: C4H8NO2
Source: OMol25
Level of theory: ωB97M-V/def2-TZVPD

Each line ends with the Löwdin charge.
Positions of all 15 atoms, in Å:
1 O 1.2744 -1.1094 0.9889  0.05
2 C 1.5302 -0.1390 0.0470  -0.22
3 N 0.2606 0.2867 -0.5589  -0.03
4 C -0.5290 1.2710 0.1727  -0.02
5 C -1.5045 0.6331 0.8283  0.00
6 O -1.7717 -0.6664 0.3729  -0.03
7 C -1.0524 -0.9595 -0.7613  0.07
8 H 1.7789 -0.8222 1.7519  0.12
9 H 1.9748 -0.5977 -0.7436  0.11
10 H 2.0912 0.7785 0.1950  0.16
11 H 0.3973 0.6461 -1.5720  0.22
12 H -0.0980 2.2369 0.3071  0.13
13 H -2.2797 0.8757 1.5530  0.15
14 H -1.4333 -0.5158 -1.7297  0.16
15 H -0.6387 -1.9180 -0.8512  0.12

**SMILES**: OC[N@@H+]1C=COC1
**F_max**: 4.59 eV/Å
**Highest occupied orbital energy**: -14.47 eV
**Gap between HOMO and LUMO**: 0.4005 Eh
**Total charge**: +1
**LUMO**: -3.6 eV
**Energy above the lowest of the compared OMol25 structures with the same formula, charge and spin**: 73.5 kcal/mol

Record 4
Formula: C3H7N3O
Source: OMol25
Level of theory: ωB97M-V/def2-TZVPD

Each line ends with the Löwdin charge.
Positions of all 14 atoms, in Å:
1 H -1.0889 2.6722 0.2605  0.04
2 N -0.0856 2.7465 0.0616  0.10
3 C 0.4548 1.5928 -0.0496  -0.25
4 N -0.0865 0.3137 -0.0107  -0.10
5 C -1.2492 0.0064 -0.6466  -0.20
6 N -1.5778 -1.2464 -0.7997  0.13
7 H -2.4278 -1.4714 -1.2491  0.02
8 O 1.0384 -0.4826 -0.2950  -0.17
9 C 1.2831 -1.4842 0.7219  -0.05
10 H 1.5497 1.6236 -0.1246  0.13
11 H -1.8570 0.8656 -0.6420  0.11
12 H 1.5463 -1.0176 1.7094  0.10
13 H 0.3627 -2.0658 0.6293  0.07
14 H 2.1377 -2.0530 0.4345  0.07

**SMILES**: [H]/N=C\N(/C=N/[H])OC
**F_max**: 4.52 eV/Å
**Highest occupied orbital energy**: -9.54 eV
**Gap between HOMO and LUMO**: 0.3814 Eh
**Total charge**: 0
**LUMO**: 0.8 eV
**Energy above the lowest of the compared OMol25 structures with the same formula, charge and spin**: 94.3 kcal/mol